1.
# C5H7NO3

A molecular structure, C5H7NO3 in a non-equilibrium geometry (ωB97M-V/def2-TZVPD, the OMol25 dataset).

Properties
Kohn-Sham gap = 9.5 eV
Calculated total energy = -12922.7823 eV
Max |F| = 11.9 eV Å⁻¹

Last column: Löwdin charge in e.
Geometry (Å):
C -0.53049 -1.09145 0.61874  -0.33
C 0.18940 0.03891 0.10679  -0.49
C -0.42341 1.40610 -0.02432  -0.21
C 0.18681 0.52863 -1.29296  -0.14
C -0.92688 -0.21864 -1.89208  -0.13
H 1.12873 -2.36524 1.39800  0.29
H -0.69049 -0.77467 1.71772  0.16
H -1.53350 -1.35565 0.24193  0.12
H 1.44097 0.83308 1.66859  0.25
H -1.62479 1.55804 -0.42230  0.23
H 1.26563 1.62319 0.10379  0.16
H 1.13816 0.83872 -1.97599  0.21
N -1.77426 -1.21688 -1.97158  0.14
O 0.14831 -2.27655 0.56893  -0.12
O 1.51993 0.08344 0.79336  -0.08
O 0.48588 2.38897 0.36138  -0.07

---

2.
# C5H7NO3

2 unconnected molecules or ions with the total composition C5H7NO3 (ωB97M-V/def2-TZVPD, the OMol25 dataset).

Properties
Kohn-Sham gap = 10.6 eV
Calculated total energy = -12929.9780 eV
Max |F| = 0.8 eV Å⁻¹

Last column: Löwdin charge in e.
Geometry (Å):
C -0.48908 1.59368 0.83431  -0.01
C 0.98902 -1.00226 -0.23666  -0.48
C 0.29275 -1.27536 1.10287  -0.50
C -0.53195 1.61682 -0.46317  -0.19
N -0.91524 -1.83001 0.90973  0.19
C -0.55970 1.61119 -1.75821  0.01
O 2.10986 -0.31888 -0.12141  0.15
O 0.55027 -1.40746 -1.28491  0.10
O 0.79729 -1.04336 2.17429  0.09
H 2.53671 -0.18224 -0.97936  0.14
H -1.46975 -2.12734 1.69807  0.12
H -1.21582 -2.03456 -0.03023  0.11
H 0.40749 1.85437 1.37775  0.08
H -1.35459 1.33342 1.42341  0.07
H -0.30990 0.72207 -2.32378  0.05
H -0.83736 2.48990 -2.32268  0.06

---

3.
# C5H7NO3S

2 unconnected molecules or ions with the total composition C5H7NO3S in a non-equilibrium geometry (ωB97M-V/def2-TZVPD, the OMol25 dataset).

Properties
Kohn-Sham gap (spin up / spin down) = 6.2 / 6.2 eV
Calculated total energy = -23762.3623 eV
Max |F| = 3.5 eV Å⁻¹

Last column: Löwdin charge in e.
Geometry (Å):
C -3.02947 -0.02159 0.35833  0.09
C -2.60442 0.82062 -0.62491  0.04
C -1.82332 -0.48529 1.00241  -0.33
C -1.14734 0.81657 -0.82290  -0.32
C 2.82718 -0.29018 -0.75721  -0.48
N -0.79742 -0.00703 0.33628  -0.11
O -1.60378 -1.35992 1.92302  0.17
O -0.44777 1.15606 -1.68514  0.24
O 0.39783 -0.36203 0.71296  -0.15
S 3.23662 0.65102 0.74483  0.58
H -4.06145 -0.22944 0.58419  0.13
H -3.28285 1.45255 -1.12587  0.11
H 3.20600 0.35832 -1.51297  0.00
H 1.73059 -0.46832 -0.75051  0.00
H 3.45267 -1.21104 -0.68169  0.03
H -0.65203 -1.64545 1.69617  0.16
H 4.59898 0.82516 0.60301  -0.15